# 1
Here is a 2-piece molecular cluster, C4H11NO2 overall in a non-equilibrium geometry from OMol25. Energies are from wB97M-V/def2-TZVPD.

As for the SMILES: CC(=O)O.CCN. Its HOMO-LUMO gap is 10.10 eV. For the energy above the lowest of the compared OMol25 structures with the same formula, charge and spin, the calculation gives 227.1 kJ/mol.

Structure (ORCA input):
```
! wB97M-V def2-TZVPD RIJCOSX def2/J DEFGRID3
* xyz 0 1
O 0.498 -2.209 0.565
O -1.020 -0.326 0.642
N -0.067 2.682 -0.364
C 1.532 2.017 -2.178
C 0.994 1.750 -0.777
C -1.560 -2.767 1.504
C -0.565 -1.711 0.908
H 1.852 1.883 -0.090
H -0.953 -3.687 1.177
H 0.725 0.670 -0.815
H -0.128 3.525 -0.891
H -0.112 2.658 0.637
H -0.262 0.177 0.116
H -1.687 -2.579 2.500
H 1.106 2.726 -2.796
H -2.519 -2.884 1.025
H 1.626 1.104 -2.757
H 2.584 2.165 -1.950
*
```


# 2
Here is C2H4OS2 in the gas phase in a non-equilibrium geometry from OMol25. Energies are from wB97M-V/def2-TZVPD.

As for the SMILES: OC(=S)CS. Its HOMO-LUMO gap is 9.03 eV. For the energy above the lowest of the compared OMol25 structures with the same formula, charge and spin, the calculation gives 46.0 kJ/mol.

Structure (ORCA input):
```
! wB97M-V def2-TZVPD RIJCOSX def2/J DEFGRID3
* xyz 0 1
S 1.246 -0.312 -1.171
S -1.428 1.228 1.691
O -1.547 0.107 -0.644
C -0.883 0.513 0.363
C 0.566 0.107 0.352
H 0.741 -0.592 1.186
H -0.911 -0.272 -1.307
H 1.125 0.871 0.784
H 1.089 -1.651 -1.255
*
```


Repeat the first record exactly.
Here is a 2-piece molecular cluster, C4H11NO2 overall in a non-equilibrium geometry from OMol25. Energies are from wB97M-V/def2-TZVPD.

As for the SMILES: CC(=O)O.CCN. Its HOMO-LUMO gap is 10.10 eV. For the energy above the lowest of the compared OMol25 structures with the same formula, charge and spin, the calculation gives 227.1 kJ/mol.

Structure (ORCA input):
```
! wB97M-V def2-TZVPD RIJCOSX def2/J DEFGRID3
* xyz 0 1
O 0.498 -2.209 0.565
O -1.020 -0.326 0.642
N -0.067 2.682 -0.364
C 1.532 2.017 -2.178
C 0.994 1.750 -0.777
C -1.560 -2.767 1.504
C -0.565 -1.711 0.908
H 1.852 1.883 -0.090
H -0.953 -3.687 1.177
H 0.725 0.670 -0.815
H -0.128 3.525 -0.891
H -0.112 2.658 0.637
H -0.262 0.177 0.116
H -1.687 -2.579 2.500
H 1.106 2.726 -2.796
H -2.519 -2.884 1.025
H 1.626 1.104 -2.757
H 2.584 2.165 -1.950
*
```


Q: Which value of energy above the lowest of the compared OMol25 structures with the same formula, charge and spin does entry 1 give?
A: 227.1 kJ/mol


Copy entry 2 word for word.
Here is C2H4OS2 in the gas phase in a non-equilibrium geometry from OMol25. Energies are from wB97M-V/def2-TZVPD.

As for the SMILES: OC(=S)CS. Its HOMO-LUMO gap is 9.03 eV. For the energy above the lowest of the compared OMol25 structures with the same formula, charge and spin, the calculation gives 46.0 kJ/mol.

Structure (ORCA input):
```
! wB97M-V def2-TZVPD RIJCOSX def2/J DEFGRID3
* xyz 0 1
S 1.246 -0.312 -1.171
S -1.428 1.228 1.691
O -1.547 0.107 -0.644
C -0.883 0.513 0.363
C 0.566 0.107 0.352
H 0.741 -0.592 1.186
H -0.911 -0.272 -1.307
H 1.125 0.871 0.784
H 1.089 -1.651 -1.255
*
```


Q: The lowest energy above the lowest of the compared OMol25 structures with the same formula, charge and spin belongs to which entry?
A: C2H4OS2